No. 1
Formula: C48H60FN2O3PS3Zn
Source: the OMol25 dataset
Level of theory: ωB97M-V with the def2-TZVPD basis set

Last column: Mulliken charge in e.
Element x y z (Å)
Zn  -0.42  0.37  0.70  1.86
S  -2.74  1.03  4.02  0.15
S  0.21  -1.62  -2.22  0.46
S  -3.51  3.29  2.23  -0.10
P  2.15  0.15  1.59  0.19
F  -5.95  -2.32  0.74  -0.39
O  -0.70  2.00  -0.46  -1.00
O  0.15  5.70  1.24  -0.76
O  0.42  -0.66  -1.09  -2.00
N  -0.93  3.31  1.43  -1.07
N  -1.11  2.16  2.21  0.40
C  -0.14  6.61  -2.25  -0.45
C  -4.33  1.86  4.37  -0.73
C  -2.07  -2.81  -6.82  -0.43
C  -2.47  -1.77  1.56  0.77
C  -1.37  -3.90  -2.61  0.37
C  -1.04  -1.34  -4.69  0.46
C  -0.55  4.37  -0.65  0.39
C  -0.75  3.13  0.15  1.08
C  2.70  2.68  -2.01  -0.81
C  2.33  -3.33  2.76  0.03
C  0.56  1.69  5.57  -0.94
C  3.23  1.47  0.76  -0.61
C  -4.70  -1.79  0.74  0.26
C  0.12  6.68  -0.89  -0.50
C  -0.80  4.33  -2.02  -0.43
C  -4.44  -0.70  -0.06  -0.72
C  -0.29  -4.78  -2.64  0.10
C  0.33  0.41  4.77  0.55
C  3.04  1.20  -1.75  0.71
C  -2.28  2.12  2.73  -0.34
C  1.79  2.46  5.06  -1.43
C  -0.61  5.44  -2.82  -0.91
C  3.95  1.06  -0.53  -1.83
C  2.06  2.16  3.59  -0.17
C  2.38  2.74  0.48  0.10
C  3.09  -2.13  0.18  -0.63
C  2.43  0.67  3.37  -0.14
C  -0.49  -0.56  -3.54  -0.88
C  -2.54  -4.26  -3.26  -0.36
C  -3.16  -0.16  -0.03  0.39
C  -0.09  5.57  -0.07  0.31
C  -0.38  -5.99  -3.31  -0.89
C  -1.55  -6.34  -3.97  -0.48
C  -3.74  -2.34  1.56  -0.92
C  3.44  -2.29  2.67  -1.70
C  2.88  3.52  -0.74  -1.48
C  2.01  -3.20  0.31  1.09
C  -0.24  -2.27  -5.36  -0.11
C  1.65  -0.23  4.36  -0.63
C  3.32  -1.33  1.48  0.06
C  -2.14  -0.67  0.77  -0.16
C  2.26  -4.14  1.48  -1.47
C  -2.35  -1.16  -5.10  -0.34
C  -0.75  -3.00  -6.41  -0.76
C  -1.28  -2.62  -1.83  -0.79
C  -2.86  -1.89  -6.16  -0.76
C  -2.63  -5.47  -3.94  -0.82
C  -4.87  2.41  3.07  -0.51
H  0.79  -2.42  -5.04  0.38
H  1.36  2.44  0.27  -1.33
H  -3.89  -1.74  -6.47  0.40
H  -3.39  -3.59  -3.23  0.48
H  2.32  4.45  -0.82  0.39
H  0.47  -6.67  -3.31  0.44
H  -5.67  3.13  3.24  0.43
H  1.36  -2.84  2.91  -0.13
H  -1.24  0.06  -3.04  0.19
H  -5.23  -0.29  -0.68  0.47
H  -1.72  -2.21  2.22  0.32
H  -5.21  1.62  2.41  0.20
H  2.50  -3.98  3.62  0.39
H  -0.33  2.32  5.50  0.28
H  1.43  -1.19  3.91  -0.39
H  1.18  2.42  3.00  -0.40
H  0.48  7.59  -0.43  0.45
H  3.99  1.69  1.51  0.97
H  2.80  -1.45  -0.62  -0.14
H  -2.98  -0.45  -4.58  0.45
H  -3.55  -5.73  -4.44  0.41
H  -2.17  -2.00  -1.95  0.43
H  2.89  2.79  3.25  0.54
H  -0.83  5.40  -3.88  0.42
H  4.39  -2.83  2.54  0.55
H  3.50  0.56  3.54  1.00
H  1.96  -3.76  -0.63  0.05
H  -2.95  0.71  -0.66  0.28
H  1.45  -4.88  1.54  0.46
H  -1.16  3.40  -2.44  0.49
H  3.20  -4.68  1.33  0.43
H  2.36  3.39  1.35  0.92
H  -0.13  -3.73  -6.92  0.42
H  -4.99  1.10  4.79  0.43
H  0.63  -4.52  -2.13  0.36
H  3.53  0.76  -2.63  0.78
H  3.32  3.09  -2.81  0.42
H  4.29  -0.82  1.41  0.86
H  -3.98  -3.20  2.18  0.48
H  0.70  1.45  6.63  0.44
H  4.81  1.72  -0.66  0.62
H  1.04  -2.71  0.47  -0.43
H  2.26  -0.41  5.25  0.35
H  -0.26  -0.30  5.36  0.86
H  4.04  -2.61  -0.10  0.56
H  -4.15  2.64  5.10  0.32
H  -0.22  0.64  3.86  -1.31
H  1.66  2.76  -2.33  0.13
H  -1.17  -2.83  -0.76  0.70
H  4.36  0.05  -0.47  0.75
H  3.93  3.79  -0.60  0.50
H  -0.24  4.91  1.68  0.34
H  2.67  2.18  5.65  0.37
H  0.35  0.08  -3.84  0.74
H  1.64  3.53  5.18  0.49
H  2.12  0.64  -1.58  -1.03
H  3.54  -1.74  3.61  0.52
H  -1.62  -7.28  -4.49  0.41
H  -2.47  -3.39  -7.64  0.42
H  0.01  7.50  -2.86  0.39

Summary:
**ΔE to the lowest compared entry with this formula, charge and spin**: 29.2 kJ/mol
**E**: -5615.45172 a.u.
**HOMO-LUMO gap**: 8.3 eV
**HOMO level**: -0.28787 Ha


No. 2
Formula: C48H62BrN4Sc
Source: the OMol25 dataset
Level of theory: ωB97M-V with the def2-TZVPD basis set

Last column: Mulliken charge in e.
Element x y z (Å)
Br  2.54  1.18  -3.00  -0.75
Sc  1.06  0.60  -1.13  0.45
N  2.25  0.69  0.73  0.44
N  1.29  -1.56  -0.81  0.66
N  -0.05  2.25  -0.19  0.36
N  -0.86  0.04  -1.83  0.36
C  -3.70  1.69  -4.88  -1.46
C  -1.66  0.16  2.38  1.67
C  2.35  1.76  1.55  0.59
C  4.93  3.43  2.96  -1.17
C  -1.25  1.33  3.23  -2.25
C  -2.39  -1.01  -3.26  0.94
C  4.99  -0.40  2.87  -1.20
C  3.10  -0.23  1.19  -0.50
C  3.85  2.51  3.63  -1.15
C  -3.82  -3.21  -3.40  -0.92
C  3.18  -1.55  0.72  -1.02
C  0.51  3.15  0.65  0.36
C  1.19  -4.92  -2.53  -1.07
C  4.99  -4.02  -0.76  -0.93
C  2.33  -2.18  -0.17  -0.15
C  6.16  -0.54  1.85  -1.07
C  3.35  1.53  2.60  0.35
C  -4.07  0.96  -3.56  -1.01
C  -0.02  -5.76  -2.03  -0.98
C  1.36  6.39  0.40  -1.14
C  -0.20  -3.28  1.67  -2.47
C  2.49  -3.57  -0.68  0.60
C  1.57  2.89  1.50  -0.69
C  -2.74  -3.42  0.31  -2.41
C  -4.31  -0.95  -0.12  -2.15
C  -1.18  -1.12  -2.46  0.40
C  -1.25  4.16  -0.24  0.96
C  0.45  -1.11  3.22  -2.92
C  -2.31  -2.14  0.93  1.01
C  -2.79  0.18  1.55  0.94
C  -2.30  5.11  -0.58  -0.92
C  -2.03  2.16  -1.65  -0.35
C  0.73  -2.51  -1.65  0.30
C  -1.93  0.93  -2.16  0.63
C  1.49  -3.77  -1.60  -0.08
C  -3.77  1.33  1.50  -2.50
C  -0.42  -2.28  -2.40  -0.82
C  3.84  0.32  2.30  0.61
C  -3.56  5.14  0.23  -1.11
C  -3.11  -0.94  0.82  1.15
C  -3.04  -2.11  -4.10  -1.28
C  -1.14  2.83  -0.71  -0.71
C  -1.11  -2.06  1.60  1.55
C  -0.84  -0.98  2.38  1.09
C  3.61  -4.46  -0.25  -1.22
C  0.30  5.67  1.25  -1.12
C  -2.86  0.24  -3.04  -0.34
C  -0.16  4.38  0.63  0.25
H  0.86  -2.92  1.74  0.20
H  -4.37  5.78  -0.22  0.40
H  -4.91  0.30  -3.61  0.62
H  6.92  -1.21  2.22  0.41
H  -0.30  1.76  2.92  0.01
H  -0.19  -6.59  -2.76  0.41
H  -4.67  1.06  2.04  0.45
H  -4.11  -3.98  -4.11  0.45
H  -3.62  1.07  -5.81  0.29
H  -4.06  -0.44  -1.09  0.12
H  0.84  5.45  2.16  0.30
H  -0.72  -3.04  -3.14  0.25
H  -4.04  4.15  0.42  0.07
H  0.96  6.72  -0.58  0.27
H  5.30  -3.07  -0.31  0.15
H  -0.56  6.31  1.51  0.45
H  -2.00  2.11  3.27  0.56
H  0.16  -6.28  -1.10  0.32
H  5.76  -0.94  0.92  0.23
H  5.68  -4.83  -0.49  0.42
H  0.58  -2.13  3.51  0.62
H  1.82  3.60  2.33  -0.04
H  -5.14  -0.39  0.31  0.52
H  6.70  0.45  1.67  0.25
H  -3.37  2.26  1.94  0.30
H  -3.81  -3.44  0.32  0.59
H  -1.90  6.13  -0.67  0.50
H  3.63  -4.46  0.87  0.35
H  -4.61  -1.98  -0.28  0.30
H  -1.18  1.02  4.29  0.48
H  2.05  -5.59  -2.59  0.49
H  1.69  7.32  0.90  0.41
H  -2.36  -4.25  0.89  0.47
H  -2.76  2.84  -2.12  0.09
H  -0.92  -5.19  -1.86  0.10
H  -4.11  1.60  0.51  0.26
H  5.01  -3.91  -1.83  0.32
H  4.23  1.94  4.49  0.53
H  3.97  -2.16  1.09  0.86
H  -0.30  -3.89  0.78  0.32
H  0.42  -0.55  4.13  0.54
H  3.02  3.09  4.03  0.44
H  4.62  -1.40  3.19  0.30
H  -4.74  -2.80  -2.98  0.27
H  0.98  -4.54  -3.55  0.39
H  -2.56  4.91  -1.67  0.34
H  5.33  0.07  3.79  0.39
H  5.22  4.26  3.63  0.41
H  1.32  -0.80  2.66  0.59
H  -3.74  -1.63  -4.78  0.50
H  -3.27  -3.66  -2.54  0.03
H  -4.39  2.48  -5.15  0.42
H  -4.34  1.81  -2.91  0.31
H  2.25  5.73  0.24  0.25
H  -2.38  -3.54  -0.70  0.10
H  -3.35  5.45  1.26  0.30
H  -0.47  -3.81  2.56  0.70
H  4.59  3.84  2.05  0.33
H  3.43  -5.52  -0.51  0.49
H  -2.71  2.15  -4.75  0.36
H  -2.25  -2.56  -4.74  0.43
H  5.86  2.88  2.73  0.24

Summary:
**ΔE to the lowest compared entry with this formula, charge and spin**: 101.2 kJ/mol
**E**: -5420.23893 a.u.
**HOMO-LUMO gap**: 5.7 eV
**HOMO level**: -0.25163 Ha